{"formula": "CH6N3O", "method": "ωB97M-V/def2-TZVPD", "symbols": ["C", "N", "N", "N", "O", "H", "H", "H", "H", "H", "H"], "xyz": [[-0.15, 0.04, -0.26], [0.12, 1.11, -1.17], [-1.11, -0.10, 0.68], [1.11, -0.61, 0.21], [-0.32, -0.14, -1.65], [-0.51, 1.84, -1.01], [-2.12, -0.40, 0.59], [-1.01, 0.48, 1.54], [1.55, 0.13, 0.82], [1.64, -0.96, -0.61], [0.79, -1.38, 0.87]], "de_lowest_kj_mol": 339.3, "total_charge": 1, "orbital_gap_ev": [5.3, 8.5], "fmax_ha_per_bohr": 0.2132, "multiplicity": 3, "lumo_ha": [-0.1440, -0.2609], "homo_ev": [-9.260, -15.565], "s2": 2.008}